Computed, not measured: a 4-piece molecular cluster, C41H55Cl2F7IN6O4S overall at a distorted geometry, with ωB97M-V/def2-TZVPD.

The geometry in XYZ format:
```
117
Properties=species:S:1:pos:R:3
C 4.48 -2.00 -0.52
C 3.43 -1.31 -0.07
C 3.16 0.10 -0.54
C 1.86 0.41 -1.35
N 0.84 1.20 -0.72
C -0.20 0.60 0.08
C -1.37 1.68 0.07
C -1.71 2.32 1.42
C -2.96 3.27 1.39
C -3.51 3.60 -0.01
O -4.39 4.75 0.15
C -4.05 5.72 -0.76
O -4.70 5.92 -1.74
C 0.34 0.28 1.51
C 1.25 1.32 2.20
C 2.26 0.53 3.09
C 1.61 -0.06 4.35
N 1.36 -1.49 4.18
C 0.18 -2.04 4.60
C 0.22 -3.39 4.28
C 1.48 -3.67 3.67
C 2.15 -2.46 3.65
C -0.83 -0.66 -0.60
S -1.88 -1.51 0.62
O -1.01 -2.43 1.32
O -2.62 -0.64 1.50
C -3.20 -2.50 -0.26
F -3.01 -2.53 -1.58
F -4.36 -1.87 -0.07
C -3.40 -3.90 0.36
F -2.41 -4.73 0.05
F -3.49 -3.78 1.68
C -4.75 -4.56 -0.10
F -4.62 -5.87 0.10
F -5.74 -4.13 0.62
F -4.98 -4.39 -1.38
N 0.26 -1.55 -1.15
C -0.14 -2.94 -1.54
I 1.54 -4.31 -1.24
C -0.60 -3.14 -3.00
C -1.49 -4.42 -3.10
C 1.19 -0.81 -2.07
C 0.58 -0.29 -3.35
Cl -0.66 0.98 -3.37
C 0.98 -0.73 -4.56
C 2.07 -1.74 -4.82
Cl 0.28 -0.10 -6.04
H 4.85 -2.88 -0.01
H 4.97 -1.64 -1.42
H 2.76 -1.80 0.64
H 3.21 0.75 0.34
H 4.03 0.40 -1.14
H 2.21 1.01 -2.21
H 1.07 2.15 -0.49
H -1.13 2.47 -0.64
H -2.29 1.23 -0.31
H -0.87 2.96 1.70
H -1.85 1.62 2.24
H -2.67 4.23 1.82
H -3.77 2.90 2.03
H -2.73 3.90 -0.71
H -4.14 2.81 -0.41
H -3.15 6.33 -0.60
H 0.93 -0.65 1.43
H -0.44 0.04 2.23
H 1.85 1.95 1.55
H 0.64 1.90 2.90
H 2.73 -0.23 2.45
H 3.04 1.23 3.37
H 2.33 0.05 5.17
H 0.71 0.46 4.65
H -0.60 -1.48 5.09
H -0.55 -4.12 4.45
H 1.86 -4.60 3.29
H 3.13 -2.19 3.28
H -1.50 -0.37 -1.42
H 0.83 -1.70 -0.30
H -0.87 -3.40 -0.89
H 0.29 -3.38 -3.59
H -1.14 -2.29 -3.42
H -2.38 -4.24 -3.71
H -1.77 -4.82 -2.13
H -0.93 -5.21 -3.61
H 2.01 -1.47 -2.34
H 2.85 -1.77 -4.06
H 2.56 -1.45 -5.75
H 1.67 -2.74 -5.02
N 8.01 -0.99 -2.53
C 9.03 -0.21 -3.00
C 9.26 -0.56 -4.30
C 8.35 -1.60 -4.63
C 7.59 -1.84 -3.52
H 7.63 -0.95 -1.60
H 9.50 0.53 -2.37
H 10.01 -0.13 -4.95
H 8.26 -2.11 -5.58
H 6.78 -2.54 -3.35
N -0.17 7.10 -0.04
C -0.65 8.31 0.38
C 0.39 9.01 0.92
C 1.55 8.20 0.82
C 1.17 7.02 0.22
H -0.71 6.38 -0.48
H -1.69 8.57 0.26
H 0.33 10.00 1.34
H 2.54 8.44 1.15
H 1.74 6.15 -0.04
N -5.53 -0.85 2.67
C -6.13 0.32 3.04
C -7.44 0.04 3.35
C -7.63 -1.35 3.16
C -6.44 -1.88 2.74
H -4.57 -0.95 2.38
H -5.58 1.24 3.05
H -8.17 0.76 3.68
H -8.54 -1.91 3.32
H -6.15 -2.88 2.50
```

Computed properties:
Energy above the lowest of the compared OMol25 structures with the same formula, charge and spin = 29.7 kcal per mole
Frontier orbital gap = 0.239 hartree
Total energy = -4539.68213 Ha
2S+1 = 1
HOMO = -9.88 eV
Total charge = +1

Mulliken population analysis, charges in e, atoms 1 to 99:
1. C -1.188
2. C 0.782
3. C -1.623
4. C -0.833
5. N 0.201
6. C 1.871
7. C -2.314
8. C 0.045
9. C -0.738
10. C -0.204
11. O -0.342
12. C 0.389
13. O -0.458
14. C -0.826
15. C -1.358
16. C -0.602
17. C -1.030
18. N 0.367
19. C -0.574
20. C -0.643
21. C -0.698
22. C -0.489
23. C -2.221
24. S 0.810
25. O -0.794
26. O -0.403
27. C 1.139
28. F -0.153
29. F -0.254
30. C 0.569
31. F -0.296
32. F -0.223
33. C 0.556
34. F -0.268
35. F -0.169
36. F -0.223
37. N 0.631
38. C -1.781
39. I 0.225
40. C 0.432
41. C -1.281
42. C -0.079
43. C -0.215
44. Cl -0.113
45. C 0.723
46. C -1.332
47. Cl -0.157
48. H 0.399
49. H 0.186
50. H -0.068
51. H 0.243
52. H 0.609
53. H 0.968
54. H 0.658
55. H 0.850
56. H 0.066
57. H 0.397
58. H -0.065
59. H 0.290
60. H 0.065
61. H 0.425
62. H 0.139
63. H 0.179
64. H -0.203
65. H 0.991
66. H 0.577
67. H 0.581
68. H 0.097
69. H 0.572
70. H 0.284
71. H 0.400
72. H 0.448
73. H 0.504
74. H 0.513
75. H 0.549
76. H 1.249
77. H -0.043
78. H 1.121
79. H -0.013
80. H 0.264
81. H 0.352
82. H 0.198
83. H 0.419
84. H 0.643
85. H 0.341
86. H 0.509
87. H 0.341
88. N 0.044
89. C -0.548
90. C -0.356
91. C -0.516
92. C -0.391
93. H 0.195
94. H 0.371
95. H 0.397
96. H 0.401
97. H 0.409
98. N 0.096
99. C -0.305